No. 1
A 3-piece molecular cluster, C34H53F8N3O10PS overall. Source: the OMol25 dataset; level of theory: wB97M-V/def2-TZVPD.

```
110
Properties=species:S:1:pos:R:3:forces:R:3:lowdin_spin:R:1
C 2.356 0.261 4.924 -0.99 0.53 4.80 0.216
H -10.139 0.369 4.733 0.09 0.29 -0.12 0.001
F -2.575 -2.759 2.211 -1.11 4.21 3.62 0.004
C 0.808 6.058 2.472 -0.26 -6.53 1.51 0.000
H 5.706 0.176 -2.951 -2.16 0.10 2.02 0.003
C -10.398 2.918 3.621 -0.02 -0.22 -0.77 -0.001
F -0.336 -1.213 3.694 -3.76 2.09 -1.54 0.011
C 2.832 -2.766 3.815 -2.22 -5.11 -6.50 -0.001
H 3.952 -0.370 -6.039 0.15 -0.09 -0.15 -0.001
O 2.479 -3.499 2.722 2.63 5.36 8.33 0.007
N -8.705 1.936 1.976 -4.31 -1.15 -2.57 0.311
F -1.504 1.745 1.956 0.41 -3.70 -0.74 0.025
C 4.875 0.287 -2.098 -0.51 1.20 1.38 0.066
C -9.292 1.843 3.356 -0.09 0.83 1.78 0.021
H 1.225 0.510 4.762 2.25 -0.48 -0.20 0.023
H -10.725 2.895 4.669 0.37 -0.21 -0.17 0.000
F -1.913 0.508 4.222 0.67 -2.72 -1.78 0.042
C 1.270 3.306 1.513 -0.69 1.17 1.84 0.005
C -1.400 0.248 1.775 -1.81 -0.95 0.33 0.226
C 5.657 -4.381 -4.868 0.55 0.55 0.02 0.001
C -7.547 0.838 -0.010 -0.68 0.33 0.14 -0.001
C 5.941 -3.919 -7.337 0.17 0.33 -0.01 -0.013
H 3.885 -0.970 -7.711 0.08 0.00 0.22 0.000
H 7.868 0.036 -6.465 -0.26 -0.14 0.17 0.001
H 4.755 -2.829 -8.785 -0.03 0.00 0.05 0.000
O -9.769 2.090 1.068 2.94 0.05 2.29 0.612
H 3.411 -4.328 -6.137 0.33 0.11 0.08 0.000
S 0.083 -0.275 0.746 -2.19 -2.98 -3.72 0.222
H -6.845 0.044 -0.295 -0.09 0.12 0.41 0.000
H 6.722 -4.618 -4.764 -0.15 0.28 -0.04 0.001
O 7.240 -2.141 -5.254 -3.64 0.60 -0.76 -0.613
H -8.430 0.706 -0.644 0.04 0.18 0.26 -0.001
C 1.713 0.505 1.270 4.42 -0.19 0.43 0.137
C -9.024 -0.724 3.256 -0.06 -0.05 0.05 0.001
H 3.952 2.655 0.845 -0.12 -2.08 -1.64 0.003
H 0.358 3.208 0.753 2.20 -0.04 1.67 0.000
H 4.444 0.154 2.330 -0.26 0.27 -0.19 0.095
C 5.057 1.611 -1.168 -3.56 -2.66 1.41 -0.048
H 4.470 -1.577 4.867 -0.78 -0.14 -2.45 0.006
H 0.841 3.990 3.997 -0.93 1.05 -3.48 0.000
O 0.103 -1.853 0.805 0.39 5.56 0.46 0.016
H -8.614 2.636 5.306 -0.14 -0.13 -0.32 0.000
C 1.655 1.879 2.222 -1.31 -0.13 1.04 0.012
H 2.175 3.902 1.067 -1.78 -1.40 0.70 0.000
H 1.461 5.914 1.511 -1.68 1.28 1.84 0.000
H 4.237 1.782 6.933 -1.05 -1.49 -0.71 -0.001
H 6.218 -0.893 -8.986 -0.04 0.10 0.31 -0.001
H 3.399 -2.838 -5.193 0.15 -0.02 -0.10 -0.001
C 4.490 -0.406 -6.993 -0.36 -0.14 -0.14 -0.001
C -8.191 2.183 4.400 0.33 -0.21 0.16 0.002
H 5.292 -4.009 -3.903 0.08 0.04 -0.20 0.000
H -11.301 2.749 3.023 0.32 0.03 -0.10 -0.001
C 4.021 -1.639 3.766 -0.71 -2.50 1.58 0.053
C -8.567 -0.592 1.808 -0.25 0.20 0.14 0.013
F -2.612 -0.107 0.945 0.65 1.23 1.75 0.111
H 2.022 -1.590 -0.941 1.95 2.31 0.02 0.002
H 6.504 0.739 -5.567 0.01 -0.15 -0.12 0.000
O 2.909 1.416 5.707 -4.27 -0.18 -3.95 0.128
O -0.243 0.187 -0.729 1.34 -0.59 5.35 -0.004
C -7.882 0.769 1.516 1.87 -0.70 -0.65 0.022
H -9.438 -0.722 1.153 0.06 0.23 -0.02 0.003
O 2.869 1.817 3.103 -1.05 -0.48 -2.52 0.054
C 6.420 -1.591 -8.163 0.09 -0.32 0.18 -0.012
H 5.150 -5.333 -5.064 -0.07 0.35 -0.23 0.000
O 2.195 -0.507 2.269 -0.12 2.16 -0.26 0.051
H -6.500 0.554 3.251 -0.05 0.10 -0.06 0.000
H -7.647 1.298 4.748 -0.01 0.17 -0.19 0.000
P 3.410 0.141 3.337 0.54 -0.03 -1.90 0.164
H 6.693 1.024 -7.304 -0.27 -0.37 0.07 0.000
O -0.603 5.214 2.454 6.00 -0.19 1.05 0.001
H 1.170 6.358 3.543 -1.05 0.33 -2.54 0.000
H -6.009 1.778 2.073 -0.12 -0.11 0.00 0.001
H -7.466 2.902 4.002 -0.14 -0.20 -0.02 0.001
H 4.511 0.622 -7.378 0.25 -0.27 0.09 0.000
H 0.804 1.797 3.056 1.23 -0.40 -2.29 0.004
H 6.311 -3.363 -9.384 -0.12 0.10 0.14 -0.001
H 4.496 0.584 4.211 -0.33 0.47 -0.02 0.084
F 2.070 -3.132 5.067 2.41 1.62 -2.93 0.000
C 2.865 0.518 0.062 0.98 0.93 -0.31 0.015
H 7.002 -4.172 -7.216 -0.07 0.13 0.19 -0.003
C 0.658 4.363 2.813 -0.49 1.96 -1.33 0.000
C 5.804 -2.946 -8.502 0.06 0.01 -0.09 -0.001
H 7.510 -1.713 -8.130 -0.09 0.06 0.21 -0.002
H 3.437 -2.799 -6.960 0.09 0.07 0.09 0.000
H -7.886 -1.418 1.573 0.09 0.33 -0.07 0.001
F -4.145 -1.107 3.241 4.77 -2.06 -0.38 0.005
H -5.814 0.057 1.734 -0.31 0.19 -0.07 0.000
C -2.765 -1.667 3.237 -0.78 -2.59 1.34 0.009
H -10.028 3.928 3.411 0.00 -0.19 -0.03 0.000
H 4.806 -1.982 2.965 -1.76 0.38 1.69 0.000
H 5.935 2.399 -1.308 -2.10 -2.06 0.17 -0.002
C -6.483 0.797 2.189 -0.03 -0.02 0.26 0.001
F -2.622 -2.376 4.564 -0.70 2.19 -4.19 0.003
H -8.164 -0.804 3.925 0.04 0.03 -0.04 0.000
C 3.825 -3.314 -6.082 -0.14 0.23 -0.16 -0.001
N 3.859 -0.803 -2.077 -0.27 4.16 4.12 -0.030
C 5.921 -0.989 -6.821 -0.66 1.76 -0.62 -0.021
O 3.693 0.971 6.667 3.57 -0.25 3.27 0.066
H -9.589 -1.660 3.374 0.12 0.18 0.01 0.001
C 3.943 1.781 0.069 0.59 -4.40 -4.30 0.094
H 5.434 -4.856 -7.594 -0.06 0.13 0.30 -0.001
C -1.569 -0.547 3.198 1.09 1.00 0.31 0.061
N 5.913 -1.984 -5.695 5.00 -1.19 -0.20 -0.312
H -10.869 0.349 3.139 0.11 0.21 -0.07 0.002
H -7.078 1.795 -0.267 -0.12 -0.13 0.11 0.000
C 2.835 -0.717 -0.995 3.05 2.82 -0.43 0.055
C 6.799 0.270 -6.513 0.33 -0.65 0.35 0.001
C -9.910 0.451 3.662 0.07 -0.11 -0.36 0.012
C 5.375 -3.349 -6.010 -1.38 -1.46 0.42 -0.022
H 2.495 -0.677 5.649 -0.36 1.86 -1.83 0.009
```
Positions in Å, forces in eV/Å.

## Properties
<S²>: 3.036
Kohn-Sham gap (alpha / beta): 3.58 / 4.86 eV
Total charge: -1
LUMO energy (alpha / beta): 1.3 / -1.5 eV
2S+1: 3

No. 2
C34H53N10O3PSZr as an isolated structure. Source: the OMol25 dataset; level of theory: wB97M-V/def2-TZVPD.

```
103
Properties=species:S:1:pos:R:3:forces:R:3:lowdin_charge:R:1
H -2.227 -1.508 -4.446 0.01 0.00 0.00 0.113
C 0.921 -1.053 -2.303 0.04 0.02 0.03 -0.180
H 1.746 -4.269 -2.879 0.00 0.00 -0.01 0.124
C -3.614 -2.999 -1.961 -0.01 0.01 0.01 -0.168
C 1.499 5.259 1.275 -0.01 0.00 -0.01 0.001
H -4.228 -0.012 -1.772 -0.01 -0.01 0.00 0.115
C 4.718 1.718 5.081 -0.02 0.05 -0.01 -0.211
S -1.978 0.477 2.892 0.10 0.01 -0.07 0.639
H -3.208 -0.923 4.838 0.00 0.00 0.01 0.109
H -3.102 -3.198 -2.904 0.01 -0.01 0.00 0.108
H 1.323 -0.668 -1.364 -0.05 -0.01 -0.11 0.062
H 2.838 -4.474 1.489 0.00 0.00 0.00 0.116
H 5.302 -1.672 -0.594 0.00 0.00 0.00 0.117
C 1.405 -3.399 -2.321 0.00 0.00 0.01 -0.139
H 0.789 -2.373 3.085 -0.02 -0.01 -0.01 0.064
H -3.839 -4.680 0.950 0.00 0.00 0.00 0.119
H 2.275 1.710 2.329 -0.02 -0.07 0.05 0.069
C -2.079 4.819 -2.700 -0.02 0.01 0.00 -0.049
C -3.926 -3.846 0.257 0.00 -0.01 0.00 -0.155
C -0.113 -3.262 -2.335 0.02 0.00 0.03 -0.157
C 1.871 -2.076 -2.926 -0.01 0.01 -0.02 -0.134
C 4.174 -3.186 0.420 0.00 0.00 0.00 -0.071
C -1.373 -0.262 4.312 -0.01 -0.03 0.03 -0.793
C -2.399 4.228 -1.485 0.03 0.01 0.03 -0.030
H -2.713 1.718 0.070 -0.05 0.03 -0.01 0.073
C -2.713 -2.924 0.308 0.00 0.02 -0.01 -0.182
H -1.792 -3.504 0.432 -0.01 -0.01 0.00 0.104
H 0.326 2.677 -3.735 0.00 0.00 0.00 0.116
C -0.441 3.113 -3.109 -0.05 0.04 0.01 -0.059
N 1.071 2.905 1.185 -0.03 0.02 -0.06 -0.041
O 3.700 0.804 5.505 -0.01 -0.04 0.01 -0.057
C -3.956 -4.282 -1.207 -0.01 0.00 0.00 -0.152
H 0.722 -0.214 -2.975 -0.02 0.01 -0.04 0.101
H -2.474 3.149 0.817 0.04 -0.01 0.06 0.106
H 4.035 0.303 6.257 0.00 0.02 0.02 0.096
H -4.512 -2.415 -2.177 0.00 0.01 -0.01 0.114
H -0.521 -3.514 -3.319 0.00 0.00 0.00 0.119
H 1.760 -3.484 -1.291 -0.01 0.00 -0.05 0.098
H 0.021 4.290 0.062 0.00 0.00 -0.01 0.098
N -0.099 -0.248 4.687 -0.05 -0.01 -0.01 -0.054
C -1.737 3.078 -1.077 -0.01 0.04 -0.04 -0.362
C -3.001 0.481 -4.832 0.00 0.01 0.01 -0.150
C -3.601 0.464 -2.530 -0.01 0.02 0.00 -0.176
N -0.305 -1.830 -2.030 -0.07 0.00 -0.11 -0.161
H 4.248 1.708 3.038 0.04 0.02 0.01 0.132
H 4.657 0.557 -0.882 0.00 0.00 0.00 0.087
H 4.849 2.524 5.800 0.02 -0.01 0.00 0.133
H -4.785 -0.479 -4.073 0.00 0.00 0.00 0.116
H -4.905 1.282 -4.080 0.00 0.00 0.00 0.121
C 2.468 5.072 2.246 0.00 -0.01 0.01 0.053
H 5.660 1.191 4.927 -0.02 -0.02 -0.02 0.136
H 1.488 0.907 4.616 0.06 0.04 -0.03 0.087
H -3.212 0.183 -5.857 0.00 0.00 0.00 0.122
H -1.981 -1.256 6.007 0.00 0.00 0.00 0.130
C 3.669 3.525 3.818 -0.17 -0.11 0.11 -0.429
H -0.602 -3.885 -1.586 -0.01 -0.01 0.00 0.108
H 0.186 -0.780 5.499 -0.02 0.01 0.01 0.169
C 4.389 -1.901 -0.057 0.01 0.00 0.02 -0.048
C 0.783 -2.816 2.083 0.00 -0.01 -0.01 -0.038
H -4.914 -4.694 -1.516 0.00 0.00 0.00 0.121
C 2.066 2.734 2.070 0.02 0.02 -0.04 -0.112
N 1.296 -0.220 1.018 -0.37 0.05 0.02 -0.239
C -4.226 0.447 -3.922 -0.01 0.00 0.00 -0.148
N -2.748 -2.262 -1.010 0.02 -0.04 0.01 -0.183
C 2.763 3.775 2.644 0.02 0.03 -0.01 -0.085
N -2.336 -0.277 -2.707 0.04 -0.04 0.02 -0.171
C 0.809 4.162 0.790 -0.02 0.00 0.01 -0.087
C 3.454 -0.895 0.147 0.01 0.01 0.04 -0.239
C -2.033 -0.475 -4.143 -0.01 0.00 -0.01 -0.165
H 4.912 -3.958 0.255 0.00 0.00 0.00 0.111
H 3.719 1.226 0.453 0.01 0.00 -0.01 0.057
H -0.991 -0.245 -4.362 0.02 0.00 0.01 0.104
H -0.098 -2.426 1.569 0.01 0.00 0.00 0.046
H -2.763 -2.183 1.106 0.01 0.00 0.00 0.096
H 1.429 -0.246 3.433 0.00 0.03 0.00 0.067
N 0.876 0.429 3.957 0.11 0.04 -0.04 0.040
H -2.596 5.717 -3.009 0.00 0.00 0.00 0.118
O -1.372 -0.237 -0.297 -0.11 0.28 -0.15 -0.474
H -4.830 -3.287 0.504 0.00 0.00 0.00 0.120
Zr -0.169 0.890 0.974 0.17 -0.19 0.42 1.419
N -2.238 -0.895 5.102 -0.03 -0.01 0.00 0.129
C 2.268 -1.196 0.842 0.05 0.07 -0.01 -0.317
N -2.033 2.466 0.207 0.08 -0.11 -0.19 0.004
C 3.008 -3.472 1.113 0.02 0.01 0.04 -0.058
C -1.105 4.262 -3.516 0.01 -0.01 -0.02 -0.059
C -0.755 2.527 -1.892 0.07 -0.05 0.06 -0.083
H -3.190 -5.039 -1.388 0.00 0.00 0.00 0.117
H -0.228 1.616 -1.614 -0.02 0.01 0.02 0.071
H -2.577 1.488 -4.848 -0.01 0.00 -0.01 0.109
H 1.249 6.246 0.914 0.00 0.00 0.00 0.125
N 4.265 2.296 3.855 0.09 0.01 -0.03 0.092
H 2.985 5.904 2.706 0.00 0.00 0.00 0.142
H 1.752 -2.091 -4.011 -0.01 -0.01 0.00 0.120
C 2.044 -2.495 1.331 0.02 0.01 0.04 -0.231
C 3.703 0.499 -0.362 0.00 -0.02 -0.01 -0.036
O 3.744 4.343 4.703 0.06 0.03 -0.05 0.122
P -1.677 -1.149 -1.500 0.10 -0.11 0.10 0.578
H 0.669 -3.892 2.210 0.00 0.00 0.00 0.087
H -3.397 1.494 -2.221 0.00 -0.02 -0.01 0.097
H -0.859 4.725 -4.462 0.00 0.00 0.00 0.117
H 2.912 -1.850 -2.699 -0.01 0.00 0.00 0.111
H 2.920 0.829 -1.052 0.00 -0.01 0.00 0.068
H -3.166 4.663 -0.854 -0.01 0.00 0.00 0.123
```
Positions in Å, forces in eV/Å.

## Properties
Energy above the lowest of the compared OMol25 structures with the same formula, charge and spin: 44.3 kJ/mol
Kohn-Sham gap: 7.20 eV
Total charge: +2
LUMO energy: -5.0 eV
2S+1: 1

> Which of these has the lowest 2S+1?

C34H53N10O3PSZr